Record 1
69
Properties=species:S:1:pos:R:3:forces:R:3:nbo_charge:R:1 method="wB97M-V/def2-TZVPD" e_homo_ev=-3.62 lumo_ev=1.90 charge=-1 de_lowest_kj_mol=19.1
Fe 1.51279 1.33823 0.03940 0.009 -0.015 0.012 0.74
S -3.07815 -1.06571 -0.27204 -0.016 0.031 -0.077 -0.25
S 3.80929 0.99789 0.05035 -0.052 -0.033 0.003 -0.22
S 1.81790 3.61143 -0.44628 0.012 0.073 0.045 -0.28
O -4.90147 3.65097 3.90638 -0.011 -0.033 0.012 -0.43
O 1.56243 1.50309 2.04691 0.021 0.014 -0.002 -0.55
O -3.28611 3.47770 5.31792 -0.016 -0.032 0.007 -0.43
O -0.49438 1.55238 0.10968 -0.005 0.031 0.021 -0.72
N 1.38495 1.16429 -2.02756 -0.018 0.004 0.000 -0.47
N -4.47794 -2.51443 1.43733 -0.019 0.015 -0.050 -0.62
N -3.88341 -3.57373 -0.53483 0.003 -0.010 -0.022 -0.62
N -3.73881 3.38647 4.18456 0.021 0.100 -0.006 0.53
N 1.34871 -0.77222 0.12943 0.017 -0.148 -0.164 -0.49
C -3.89076 -4.92776 -0.00073 0.004 0.001 0.004 -0.42
C -3.84912 -2.45053 0.22932 -0.013 0.006 0.057 0.29
C 3.85053 -3.52686 0.62962 0.026 0.002 0.012 -0.27
C 4.08439 3.87541 -3.79715 0.002 0.022 0.011 -0.22
C -3.36116 2.85378 1.80457 0.006 0.019 0.001 -0.15
C -5.71230 -3.25794 1.65671 0.009 -0.003 0.027 -0.42
C 2.37881 2.04960 -2.62027 0.020 -0.007 0.016 0.23
C -1.18481 2.03288 1.04621 -0.003 -0.036 -0.007 0.55
C 3.01643 1.73344 -3.80618 -0.003 0.016 0.002 -0.28
C 2.62924 -1.46411 0.31241 -0.012 0.068 0.013 0.16
C -1.55813 2.63699 3.40293 -0.017 0.010 0.003 -0.08
C 5.03935 -2.79947 0.63157 -0.029 -0.002 -0.005 -0.21
C -2.86637 2.95460 3.12376 0.019 -0.039 -0.014 -0.10
C 0.37407 -1.19843 1.14456 -0.106 0.099 0.067 -0.41
C 0.81988 -1.05757 -1.22788 -0.003 0.026 0.112 -0.22
C 3.81406 -0.71619 0.29418 0.056 0.002 0.006 -0.18
C 2.65599 -2.84537 0.46757 -0.010 -0.051 -0.003 -0.26
C 3.44045 4.19053 -2.61042 0.017 0.002 -0.003 -0.24
C -2.55073 2.41955 0.80518 -0.001 -0.014 0.048 -0.29
C 0.07888 1.58112 -2.59075 0.009 -0.014 0.002 -0.41
C 1.60296 -0.27245 -2.26305 0.008 -0.011 -0.059 -0.24
C 2.58456 3.28337 -1.98040 -0.029 -0.048 -0.017 -0.17
C 0.64981 1.87221 2.77436 -0.037 -0.017 -0.007 0.43
C 5.01730 -1.43064 0.46588 -0.004 0.011 -0.008 -0.24
C -0.70396 2.19499 2.39539 0.014 0.017 -0.026 -0.35
C 3.88724 2.64105 -4.39841 -0.003 -0.024 -0.015 -0.24
H -4.88747 -5.37177 -0.00390 0.003 0.000 0.005 0.19
H 2.67011 -0.47545 -2.16312 -0.001 0.005 0.011 0.24
H -0.23062 -0.76497 -1.23379 -0.003 -0.011 0.002 0.22
H 5.98764 -3.30852 0.76174 0.000 -0.002 0.000 0.20
H 1.72948 -3.40875 0.46324 -0.008 0.034 -0.003 0.20
H -1.19427 2.73111 4.41829 -0.001 0.000 -0.001 0.23
H -3.50179 -4.93743 1.01768 0.004 -0.005 -0.002 0.21
H 0.86460 1.96540 3.85224 0.008 0.021 0.001 0.13
H 5.94080 -0.86454 0.46071 0.001 -0.003 0.001 0.21
H -6.26532 -2.76550 2.45303 -0.012 0.009 -0.012 0.22
H 2.84495 0.77085 -4.27323 0.003 0.000 -0.005 0.20
H 4.75926 4.59511 -4.24629 0.000 0.000 0.000 0.20
H 0.11268 1.49226 -3.68243 -0.004 0.001 0.000 0.17
H 0.86969 -2.13307 -1.43710 0.010 0.000 -0.031 0.19
H -6.33390 -3.26765 0.75852 0.010 -0.004 -0.003 0.20
H 1.28121 -0.56887 -3.27052 0.007 -0.001 0.004 0.18
H -5.52980 -4.28620 1.96705 -0.001 0.003 0.009 0.19
H -0.72535 0.97261 -2.18877 -0.002 -0.007 0.005 0.21
H -3.24066 -5.54714 -0.61560 -0.003 0.001 -0.004 0.21
H 3.61865 5.14377 -2.12811 -0.001 -0.001 0.003 0.21
H -4.38828 3.12901 1.61217 0.001 0.001 -0.001 0.23
H -0.50388 -0.56043 1.06991 0.026 -0.027 0.054 0.23
H 0.04074 -2.23376 1.01456 0.073 -0.024 -0.067 0.17
H -3.39717 -3.43957 -1.40582 0.007 0.001 0.004 0.41
H -2.91385 2.33673 -0.21041 0.012 -0.037 0.000 0.22
H 3.85362 -4.60215 0.75566 0.006 0.000 0.001 0.20
H 0.83251 -1.09763 2.12649 -0.024 0.027 0.010 0.21
H 4.40172 2.38329 -5.31570 -0.001 -0.002 0.001 0.20
H -0.10342 2.61385 -2.30161 0.006 0.005 -0.004 0.24
H -4.41422 -1.62918 1.91491 0.019 -0.018 0.025 0.42

Record 2
72
Properties=species:S:1:pos:R:3:forces:R:3:mulliken_charge:R:1 method="wB97M-V/def2-TZVPD" e_homo_ev=-10.61 lumo_ev=-3.75 charge=+1 de_lowest_kj_mol=226.9
I -1.26374 0.60147 -0.04439 0.328 -0.149 -0.033 -0.39
Zr 1.57067 0.73925 0.04431 -0.938 0.364 0.398 0.74
S 1.86921 -0.71408 -4.28957 -0.001 -0.079 -0.035 0.66
S 3.68089 -0.20203 -0.91112 -0.391 -0.191 -0.043 1.19
O 4.77690 -0.85555 -1.49484 0.116 0.053 0.050 -0.61
O 3.40612 1.24776 -1.21255 0.006 0.019 -0.003 -0.57
O 2.63709 -1.95316 -4.02756 0.018 0.076 -0.018 -0.69
O 2.26145 -0.77163 -1.24368 0.352 0.268 0.228 -0.04
O 3.55130 -0.18662 0.60789 0.028 0.028 -0.039 -0.63
O 1.22087 -0.11348 1.99929 0.194 0.056 -0.456 -0.01
N 0.47588 4.61851 1.72545 -0.018 -0.033 0.063 -0.67
N 1.72821 2.65763 1.33756 -0.020 -0.210 -0.435 -0.12
N 3.22886 1.95591 2.94587 -0.008 -0.048 0.036 -0.18
N 0.44633 5.46057 3.85206 0.016 -0.012 0.004 -0.32
N 1.01762 2.64641 -1.19402 0.209 -0.224 0.178 0.59
N 1.86693 3.71620 3.45190 -0.017 -0.041 -0.158 -0.76
C -0.30112 -1.70557 2.91140 0.075 0.203 0.133 0.86
C -0.22398 -2.69827 1.90513 -0.057 -0.086 -0.022 1.34
C 0.94493 4.56438 3.00623 -0.053 0.057 -0.014 0.42
C 2.25967 2.79206 2.57775 0.117 -0.044 0.298 0.54
C 0.56361 -0.57310 2.95114 0.011 -0.081 -0.074 -0.74
C 0.57008 3.69415 -0.49126 -0.040 0.042 0.106 0.31
C -2.38031 -1.58498 -2.81857 -0.014 0.041 -0.037 0.78
C 0.34577 3.71492 -3.19560 0.030 -0.044 0.001 -0.92
C 1.53294 -0.68640 -6.05545 0.014 -0.045 -0.090 -1.11
C -0.85108 -0.14495 -4.01562 -0.001 0.013 0.025 -0.37
C -2.18842 -3.75163 2.86561 -0.008 -0.002 -0.015 0.58
C -3.75921 -1.85723 -2.29053 -0.060 -0.042 0.025 -1.43
C 0.18702 -1.03257 -3.75512 -0.058 0.015 0.056 0.24
C 0.84430 -2.74693 0.85409 0.001 0.000 -0.037 -1.42
C -1.29168 -1.77059 3.93045 -0.071 -0.149 -0.038 1.08
C -0.05513 4.77051 -1.08167 0.055 -0.073 -0.081 -0.59
C -1.32601 -2.45354 -2.56685 0.030 -0.038 0.020 -0.42
C -0.04268 -2.18610 -3.02614 -0.035 0.019 -0.021 -0.58
C -1.39961 -0.75626 5.03836 0.010 0.036 0.040 -1.82
C -2.22857 -2.78021 3.86724 0.066 0.019 0.018 -0.82
C 0.93872 2.65749 -2.52091 -0.120 0.010 -0.019 -0.28
C 0.89452 3.65874 0.95875 0.298 0.092 -0.008 0.35
C -2.12480 -0.42791 -3.55439 0.020 -0.012 -0.014 -0.79
C -1.16849 -3.70999 1.92160 0.013 0.037 0.003 -1.10
C -3.23367 -4.82248 2.81497 0.002 -0.041 0.015 -1.56
C -0.17682 4.76828 -2.46702 -0.029 0.018 0.020 -0.55
H 2.50349 -0.64866 -6.54682 0.006 0.012 -0.003 0.42
H 3.63855 2.09153 3.85444 0.015 -0.008 -0.006 0.27
H 1.35473 1.80207 -3.04217 0.003 0.010 0.020 0.62
H 0.95412 0.19844 -6.31788 -0.026 -0.007 0.030 0.34
H -3.84655 -2.87571 -1.91353 0.014 0.001 -0.007 0.38
H -3.00500 -2.83045 4.62105 -0.010 0.004 -0.007 0.40
H -0.67895 0.76218 -4.58563 0.012 -0.012 -0.010 0.26
H -0.66083 5.59519 -2.96875 0.008 -0.001 -0.011 0.45
H 0.52444 -2.20162 -0.03803 -0.006 0.030 0.009 -0.12
H -0.41231 5.58384 -0.46854 0.014 0.007 0.005 0.55
H -1.10453 -4.49638 1.17894 -0.008 0.011 -0.012 0.34
H -3.40640 -5.24740 3.80385 -0.003 0.003 -0.001 0.41
H -2.14915 -1.08020 5.75654 -0.011 0.017 -0.003 0.39
H 0.79202 5.49904 4.79495 -0.008 0.010 0.002 0.26
H -4.00138 -1.17644 -1.47087 0.020 0.015 0.001 0.24
H -2.93438 0.26139 -3.76404 -0.007 -0.004 0.002 0.39
H 1.00241 -1.59662 -6.32912 0.025 -0.001 -0.008 0.36
H -1.50939 -3.36195 -2.00366 -0.011 0.002 -0.001 0.30
H -2.95343 -5.62294 2.13341 -0.001 -0.003 0.005 0.37
H -0.21857 6.13735 3.52155 0.005 0.002 0.006 0.25
H 0.66110 -0.03534 3.89811 -0.087 0.038 -0.011 0.26
H 1.00534 -3.77787 0.54157 0.012 -0.001 0.012 0.51
H -4.51516 -1.71754 -3.06380 0.009 0.007 -0.006 0.40
H -4.18161 -4.40253 2.47202 0.001 0.011 0.005 0.32
H 0.78287 -2.86245 -2.84349 0.021 0.010 -0.002 0.58
H 3.62461 1.26735 2.31888 -0.046 0.068 -0.030 0.15
H 1.79681 -2.33457 1.18101 -0.009 -0.031 0.009 0.42
H 0.30035 3.69876 -4.27504 -0.009 0.015 -0.002 0.48
H -0.46349 -0.62896 5.58385 0.001 -0.025 -0.003 0.43
H -1.70429 0.22153 4.66104 0.008 0.000 -0.013 0.37

Record 3
64
Properties=species:S:1:pos:R:3:forces:R:3:nbo_charge:R:1 method="wB97M-V/def2-TZVPD" multiplicity=2 e_homo_ev="-17.97 / -18.26" lumo_ev="-9.91 / -11.83" charge=+3 de_lowest_kj_mol=63.2
Mn 0.29340 0.60175 -0.34594 0.020 0.058 -0.063 0.97
S 1.32334 2.70013 -0.82124 0.073 -0.057 0.070 0.35
Si 3.06460 4.84690 1.57198 0.008 0.043 0.002 1.66
N 2.05379 -0.19434 0.18283 0.125 -0.129 0.002 -0.29
N -1.36601 1.47742 -1.08821 -0.016 0.000 0.110 -0.49
N -0.48455 -1.21367 -0.52158 -0.089 -0.069 -0.012 -0.49
N 1.70442 0.94953 0.92859 -0.133 0.036 -0.022 -0.28
N -0.89008 0.64693 1.31457 -0.105 -0.023 0.085 -0.37
C -0.09812 0.55144 2.58672 0.018 0.032 -0.041 -0.27
C 1.24826 4.94714 2.00910 0.041 0.033 0.033 -1.13
C -0.05826 -2.11484 -1.42431 0.025 0.007 -0.014 0.07
C -3.25998 2.79836 -0.51023 0.003 0.004 0.006 -0.21
C -0.61375 -3.37114 -1.51958 0.004 -0.003 -0.005 -0.21
C -2.05350 -2.79555 0.30955 0.003 -0.007 0.003 -0.21
C -2.11822 2.10678 -0.16539 -0.008 -0.013 -0.021 0.20
C 4.29209 2.00592 2.05696 -0.007 -0.006 0.015 -0.17
C 1.37664 0.71347 2.32183 0.010 0.015 0.063 0.09
C 3.87773 2.22824 -0.01943 0.056 0.021 -0.053 -0.13
C 4.77395 1.29895 0.76979 0.021 -0.008 -0.018 -0.21
C -1.72405 1.51976 -2.37905 0.011 0.006 -0.036 0.07
C -1.92506 -0.43884 1.23294 0.018 0.027 -0.019 -0.27
C 4.14611 5.25609 3.02495 -0.019 -0.001 -0.053 -1.13
C -1.46886 -1.54378 0.32905 0.003 -0.005 0.006 0.22
C 3.37826 2.95883 1.21661 0.034 0.015 0.107 -0.38
C 3.48571 5.75513 0.00710 -0.033 -0.040 0.037 -1.13
C -1.58062 1.97115 1.23026 0.084 0.002 -0.032 -0.27
C -3.63417 2.84220 -1.84885 0.003 -0.002 0.007 -0.08
C 4.20801 -0.08128 1.29133 0.005 0.020 0.019 -0.30
C 3.79012 0.65284 2.63524 -0.015 0.011 -0.006 -0.27
C -1.62491 -3.72019 -0.63178 -0.001 0.016 0.007 -0.07
C 2.36680 2.15458 0.44809 -0.082 0.093 -0.115 -0.08
C 3.21700 -0.68815 0.37097 -0.014 0.004 -0.004 0.27
C -2.85794 2.18965 -2.79550 0.010 -0.002 0.002 -0.21
C 2.39408 0.55911 3.15095 -0.001 0.013 -0.019 -0.05
H 4.05037 2.60988 -1.01786 -0.006 -0.007 -0.006 0.27
H -2.07193 -4.70482 -0.67192 -0.003 0.000 0.005 0.27
H -2.84122 -0.01540 0.81747 0.004 0.005 0.003 0.25
H -0.27937 -0.41783 3.04835 0.021 -0.022 -0.037 0.25
H -3.84997 3.29207 0.25036 -0.003 -0.001 0.004 0.26
H 0.74847 -1.80343 -2.07794 -0.004 -0.007 -0.004 0.22
H -3.12216 2.19959 -3.84333 0.006 -0.004 -0.004 0.27
H 0.98886 5.98443 2.23486 -0.016 -0.003 0.002 0.28
H 3.95487 4.60923 3.88361 -0.016 -0.004 0.000 0.25
H -2.17296 -0.80363 2.22951 0.000 -0.002 0.000 0.25
H 5.01111 -0.79145 1.46618 -0.004 -0.005 -0.002 0.29
H -0.84149 2.75287 1.43114 -0.013 -0.008 0.027 0.25
H 3.47655 -1.55355 -0.23331 -0.001 -0.002 -0.005 0.25
H 1.01732 4.36107 2.90296 0.007 -0.021 -0.006 0.24
H -0.25576 -4.06566 -2.26604 0.006 0.003 -0.004 0.27
H 4.52041 5.58190 -0.29496 0.007 -0.010 0.011 0.26
H 2.22238 0.35379 4.20143 -0.004 0.008 0.006 0.26
H -0.45406 1.31025 3.28701 -0.012 -0.027 0.016 0.25
H 3.37447 6.83122 0.15828 -0.016 0.001 0.018 0.28
H 0.58961 4.63705 1.19199 0.026 0.011 -0.028 0.22
H 5.81077 1.29601 0.44750 0.000 -0.010 0.002 0.28
H 2.83394 5.48190 -0.82623 0.009 0.005 0.000 0.24
H -4.52615 3.37686 -2.14765 -0.002 0.004 0.003 0.27
H 4.99314 2.56335 2.67040 -0.003 0.004 0.005 0.28
H -2.36330 2.04265 1.98835 -0.020 0.012 -0.014 0.25
H -1.08266 1.00638 -3.08575 -0.009 -0.005 0.001 0.22
H 4.48603 0.32439 3.40317 0.000 -0.005 -0.004 0.28
H -2.83711 -3.04133 1.01393 -0.002 0.002 0.003 0.26
H 3.94258 6.28030 3.34614 -0.001 0.010 -0.011 0.28
H 5.20904 5.20603 2.78158 0.000 -0.014 -0.019 0.26